C23H23FN4O4 in the gas phase at a distorted geometry. Source: the OMol25 dataset; level of theory: ωB97M-V/def2-TZVPD.

The value obtained for the energy relative to the best compared isomer or geometry (same formula, charge and spin) is 0.709 eV. As for the max |F|: 0.024 hartree/bohr. Its frontier orbital gap is 7.38 eV. The SMILES is Cc1cc(N2CCOCC2)ccc1/C=C1\NC(=O)N(CC(=O)Nc2ccc(F)cc2)C1=O.

Atoms and positions in Å:
1 C 1.74 -0.28 -2.21
2 C 1.14 -1.45 -1.49
3 C 1.76 -2.68 -1.56
4 C 1.26 -3.81 -0.90
5 N 1.90 -5.02 -0.99
6 C 1.61 -6.11 -0.08
7 C 2.85 -6.99 0.05
8 O 3.23 -7.58 -1.17
9 C 2.89 -6.80 -2.30
10 C 2.89 -5.30 -2.00
11 C 0.08 -3.66 -0.16
12 C -0.53 -2.44 -0.07
13 C -0.03 -1.30 -0.72
14 C -0.70 -0.03 -0.64
15 C -1.49 0.44 0.34
16 N -1.83 -0.10 1.58
17 C -2.62 0.75 2.30
18 O -3.08 0.57 3.40
19 N -2.83 1.87 1.49
20 C -3.70 2.95 1.88
21 C -2.97 4.27 2.20
22 O -3.05 4.79 3.29
23 N -2.28 4.74 1.13
24 C -1.49 5.89 1.05
25 C -1.36 6.80 2.09
26 C -0.56 7.92 1.93
27 C 0.10 8.11 0.73
28 F 0.88 9.21 0.58
29 C -0.01 7.22 -0.31
30 C -0.81 6.10 -0.15
31 C -2.17 1.74 0.29
32 O -2.16 2.57 -0.61
33 H 1.93 0.54 -1.52
34 H 2.67 -0.56 -2.69
35 H 1.06 0.08 -2.98
36 H 2.68 -2.75 -2.13
37 H 1.36 -5.71 0.91
38 H 0.76 -6.71 -0.44
39 H 2.65 -7.82 0.74
40 H 3.68 -6.39 0.45
41 H 1.90 -7.09 -2.67
42 H 3.63 -7.03 -3.07
43 H 3.90 -4.99 -1.67
44 H 2.65 -4.76 -2.92
45 H -0.37 -4.51 0.33
46 H -1.47 -2.37 0.46
47 H -0.56 0.66 -1.47
48 H -1.43 -0.93 1.97
49 H -4.43 3.14 1.08
50 H -4.22 2.62 2.79
51 H -2.29 4.17 0.29
52 H -1.88 6.63 3.02
53 H -0.45 8.64 2.73
54 H 0.51 7.40 -1.24
55 H -0.92 5.39 -0.96